*w*
Entry from the OMol25 dataset: C6H14O as an isolated structure (ωB97M-V/def2-TZVPD).

Results
HOMO energy = -8.45 eV
lowest unoccupied orbital energy = 0.757 eV
HOMO-LUMO gap = 9.21 eV

```
! RIJCOSX wB97M-V def2-TZVPD def2/J DEFGRID3
* xyz 0 1
C -1.8427 0.3440 0.5256
C 1.3700 1.7269 0.4124
C 1.0633 0.2801 0.6195
C 1.1590 -0.3585 1.7784
O -1.8927 -0.5128 1.6101
H -1.0091 -0.5350 2.0127
H -1.5297 1.3541 0.8010
H -2.8487 0.4393 0.1276
H 0.5992 2.2102 -0.1890
H 2.3054 1.8338 -0.1351
H 1.4558 2.2524 1.3608
H 1.3460 0.1690 2.7040
H 1.0250 -1.4276 1.8567
C 0.5430 -1.1919 -1.9218
C -0.8220 -1.0021 -1.9533
H 0.9558 -2.1323 -1.5846
H 0.9840 -0.3397 -0.3629
H 1.1891 -0.6699 -2.6147
H -1.2299 -0.3382 -2.7065
H -1.4608 -1.8549 -1.7535
H -1.3599 -0.2470 -0.5872
*
```

***

*x*
Entry from the OMol25 dataset: a 2-piece molecular cluster, C6H14O overall (ωB97M-V/def2-TZVPD).

Results
HOMO energy (spin up / spin down) = -7.93 / -10.33 eV
lowest unoccupied orbital energy (spin up / spin down) = 0.329 / 0.490 eV
HOMO-LUMO gap (spin up / spin down) = 8.26 / 10.82 eV

```
! RIJCOSX wB97M-V def2-TZVPD def2/J DEFGRID3
* xyz 0 1
C 0.3151 3.3196 -0.4004
C 0.0002 2.0375 -1.0516
C 0.6830 0.7916 -0.4101
C -0.2226 -0.4379 -0.4705
C 0.3179 -1.6323 0.3116
C -0.7308 -2.7250 0.4308
O -0.1724 -3.8073 1.1466
H 0.5859 3.3315 2.8906
H 0.7955 4.1111 -0.9717
H 0.0817 3.5080 0.6464
H -1.0879 1.8870 -0.9258
H 0.1966 2.0659 -2.1302
H 1.6330 0.5999 -0.9254
H 0.9207 1.0263 0.6325
H -0.4052 -0.7256 -1.5164
H -1.2009 -0.1590 -0.0528
H 1.2140 -2.0463 -0.1671
H 0.6102 -1.3194 1.3219
H -1.6152 -2.3177 0.9489
H -1.0575 -3.0365 -0.5758
H -0.8614 -4.4712 1.2684
*
```

***

*y*
Entry from the OMol25 dataset: a 2-piece molecular cluster, C6H14O overall (ωB97M-V/def2-TZVPD).

Results
HOMO energy = -8.54 eV
lowest unoccupied orbital energy = 0.797 eV
SMILES = CC(C)=C(C)C.O
HOMO-LUMO gap = 9.34 eV

```
! RIJCOSX wB97M-V def2-TZVPD def2/J DEFGRID3
* xyz 0 1
C -0.6650 -0.1673 -1.5054
C 0.1194 -0.4828 -0.2683
C 1.3306 -1.3193 -0.7005
C -0.0987 -0.1112 0.9583
C 0.6906 -0.5542 2.1879
C -1.2754 0.7440 1.3491
H -0.5003 -1.0065 -2.2019
H -0.2309 0.7460 -1.9460
H -1.7512 -0.0178 -1.3852
H 1.0011 -2.3712 -0.6608
H 2.1623 -1.1840 0.0113
H 1.6995 -1.1043 -1.7175
H 1.3240 -1.4273 1.9577
H 0.0001 -0.8258 3.0040
H 1.3383 0.2687 2.5343
H -1.7606 1.1161 0.4310
H -1.0390 1.6055 1.9960
H -1.9852 0.0887 1.8813
O -0.4154 2.1952 -2.1644
H 0.5161 2.0811 -2.4603
H -0.4604 1.7264 -1.3004
*
```

***

Pick *y*: it beats the second-best structure by 186.9 kJ/mol.

***

*w*
Entry from the OMol25 dataset: the molecule C6H14O (ωB97M-V/def2-TZVPD).

Results
HOMO energy = -9.75 eV
lowest unoccupied orbital energy = 0.926 eV
SMILES = COCC(C)(C)C
HOMO-LUMO gap = 10.68 eV

```
! RIJCOSX wB97M-V def2-TZVPD def2/J DEFGRID3
* xyz 0 1
C 2.5479 -1.2756 -0.3719
O 1.1832 -1.0451 -0.5997
C 0.7919 0.2851 -0.3438
C -0.6797 0.3252 0.0760
C -1.0633 1.7874 0.3236
C -1.5565 -0.2711 -1.0296
C -0.8430 -0.4921 1.3617
H 2.8005 -1.1521 0.6933
H 3.1847 -0.5976 -0.9602
H 2.7595 -2.3057 -0.6700
H 0.9539 0.9048 -1.2431
H 1.4052 0.7135 0.4677
H -0.4195 2.2457 1.0853
H -2.0991 1.8616 0.6747
H -0.9781 2.3822 -0.5945
H -1.2570 -1.3015 -1.2446
H -1.4735 0.3083 -1.9576
H -2.6109 -0.2736 -0.7275
H -0.5516 -1.5327 1.1869
H -1.8833 -0.4755 1.7075
H -0.2115 -0.0912 2.1657
*
```

***

*x*
Entry from the OMol25 dataset: the molecule C6H14O (ωB97M-V/def2-TZVPD).

Results
HOMO energy = -9.84 eV
lowest unoccupied orbital energy = 0.797 eV
SMILES = CCCCCCO
HOMO-LUMO gap = 10.64 eV

```
! RIJCOSX wB97M-V def2-TZVPD def2/J DEFGRID3
* xyz 0 1
C 2.0988 -1.8810 -1.2269
C 1.9867 -0.3334 -0.6086
C 0.5111 0.1436 -0.4098
C -0.2990 -0.1904 0.8129
C -1.2592 0.7125 1.5452
C -2.0669 1.4741 0.4644
O -2.5094 1.3003 -0.9121
H 1.3308 -2.0730 -1.9055
H 1.8912 -2.6850 -0.4848
H 3.1582 -1.9480 -1.7102
H 2.4608 -0.4221 0.4664
H 2.6225 0.2623 -1.2053
H -0.0662 -0.3988 -1.2006
H 0.5678 1.2182 -0.5656
H 0.4504 -0.5065 1.5729
H -0.8547 -1.1902 0.7868
H -0.8591 1.5734 2.1900
H -1.9828 0.0351 2.0376
H -2.8018 2.0715 0.9034
H -1.4498 2.4565 0.2273
H -2.9293 0.3810 -0.7775
*
```

***

Pick *w*: it beats the second-best structure by 277.2 kJ/mol.

***

*w*
Entry from the OMol25 dataset: the molecule C6H14O (ωB97M-V/def2-TZVPD).

Results
HOMO energy = -9.83 eV
lowest unoccupied orbital energy = 1.140 eV
SMILES = CCCCCOC
HOMO-LUMO gap = 10.97 eV

```
! RIJCOSX wB97M-V def2-TZVPD def2/J DEFGRID3
* xyz 0 1
C 2.8412 1.7053 -0.9892
C 2.1209 0.6810 -0.1134
C 0.6319 0.9936 0.0073
C -0.1869 -0.1172 0.6819
C -1.4897 -0.3289 -0.0647
O -2.2651 -1.3154 0.5649
C -3.4421 -1.5736 -0.1527
H 3.0308 2.6418 -0.4483
H 2.2250 1.9436 -1.8682
H 3.7988 1.3245 -1.3614
H 2.2321 -0.3222 -0.5486
H 2.5745 0.6356 0.8869
H 0.4963 1.9457 0.5365
H 0.2436 1.1654 -1.0067
H -0.4028 0.1206 1.7286
H 0.3692 -1.0632 0.6873
H -2.0495 0.6222 -0.1204
H -1.2618 -0.6293 -1.1040
H -4.0678 -0.6706 -0.2407
H -4.0000 -2.3426 0.3864
H -3.2213 -1.9356 -1.1702
*
```

***

*x*
Entry from the OMol25 dataset: the molecule C6H14O (ωB97M-V/def2-TZVPD).

Results
HOMO energy = -10.12 eV
lowest unoccupied orbital energy = 0.966 eV
SMILES = CC(C)C[C@@H](C)O
HOMO-LUMO gap = 11.08 eV

```
! RIJCOSX wB97M-V def2-TZVPD def2/J DEFGRID3
* xyz 0 1
C -0.9993 1.7245 -0.1964
C 0.0404 1.0173 0.6746
C 1.1671 1.9709 1.0600
C 0.6246 -0.2208 -0.0081
C -0.4234 -1.2554 -0.3760
C 0.1484 -2.5259 -1.0418
O -1.2390 -1.5259 0.7542
H -1.4064 2.5979 0.3250
H -1.8391 1.0672 -0.4454
H -0.5513 2.0743 -1.1365
H -0.4610 0.6713 1.5871
H 0.7794 2.8505 1.5848
H 1.6997 2.3178 0.1648
H 1.8955 1.4753 1.7124
H 1.4047 -0.6616 0.6279
H 1.1095 0.0646 -0.9543
H -1.0353 -0.8032 -1.1666
H -0.0744 -3.4674 -0.5222
H 1.2333 -2.4984 -1.2126
H -0.3583 -2.5290 -1.9993
H -1.7150 -2.3441 0.5685
*
```

***

Pick *x*: it beats the second-best structure by 41.1 kJ/mol.

***

*w*
Entry from the OMol25 dataset: a 2-piece molecular cluster, C4H12N3 overall (ωB97M-V/def2-TZVPD).

Results
HOMO energy = -14.09 eV
lowest unoccupied orbital energy = -3.012 eV
HOMO-LUMO gap = 11.08 eV

```
! RIJCOSX wB97M-V def2-TZVPD def2/J DEFGRID3
* xyz 1 1
C 1.2064 1.8474 0.7715
C 0.4800 1.4035 -0.4829
C -0.0110 2.1720 -1.4531
N 0.3965 -0.1014 -0.6997
H 1.2894 2.9515 0.6725
H 0.6178 1.5714 1.6842
H 2.2487 1.3912 0.7935
H -0.4748 1.7809 -2.3560
H 0.1608 3.2426 -1.3817
H 0.8860 -0.6142 0.0342
H 0.7913 -0.3414 -1.6419
H -0.6198 -0.4348 -0.6077
N 0.0435 -2.4071 0.6517
C -1.2777 -2.0655 0.8416
N -1.9020 -1.3269 -0.0141
H 0.3782 -2.6174 -0.2876
H 0.4285 -3.0492 1.3674
H -1.8310 -2.3698 1.7410
H -2.8107 -1.0331 0.3673
*
```

***

*x*
Entry from the OMol25 dataset: an isolated ion of composition C4H12N3 and charge +1 (ωB97M-V/def2-TZVPD).

Results
HOMO energy = -13.64 eV
lowest unoccupied orbital energy = -3.485 eV
SMILES = N/C=[NH+]\CCCN
HOMO-LUMO gap = 10.16 eV

```
! RIJCOSX wB97M-V def2-TZVPD def2/J DEFGRID3
* xyz 1 1
N -0.0986 -2.0451 -1.7638
C -0.8868 -1.1707 -1.1993
N -0.4306 0.0537 -0.8455
C 0.9619 0.5063 -0.7033
C 1.2239 0.5662 0.8034
C 0.1708 1.4541 1.4246
N -0.9605 0.6352 1.9462
H -0.3980 -2.9164 -2.1776
H 0.8408 -1.7795 -2.0345
H -1.9552 -1.2000 -1.0926
H -0.9697 0.0532 0.1125
H 0.9311 1.4830 -1.1898
H 1.6633 -0.2326 -1.1112
H 2.2515 0.9112 0.9657
H 1.1862 -0.4600 1.1848
H 0.5429 2.0524 2.2549
H -0.1779 2.2935 0.8314
H -1.5952 1.1823 2.5225
H -0.4929 0.0572 2.6449
*
```

***

*y*
Entry from the OMol25 dataset: an isolated ion of composition C4H12N3 and charge +1 (ωB97M-V/def2-TZVPD).

Results
HOMO energy = -13.17 eV
lowest unoccupied orbital energy = -4.591 eV
SMILES = N/C=[NH+]\CCCN
HOMO-LUMO gap = 8.58 eV

```
! RIJCOSX wB97M-V def2-TZVPD def2/J DEFGRID3
* xyz 1 1
N -0.0399 2.4791 -1.5409
C 0.7532 1.9895 -0.6566
N 0.5050 0.7692 -0.1857
C 0.3709 -0.3790 -1.0345
C -0.4543 -1.5152 -0.4765
C -0.0005 -1.6055 1.0487
N -0.5681 -0.5526 1.9827
H -0.1194 3.5321 -1.5727
H -0.9061 2.0594 -1.3281
H 1.5313 2.7150 -0.2663
H 0.0985 0.7859 0.8595
H 1.5285 -0.8204 -1.1414
H 0.0218 -0.0344 -2.0030
H -0.2550 -2.5261 -0.8808
H -1.5885 -1.6124 -0.4642
H -0.4067 -2.6158 1.5233
H 1.0432 -1.6202 1.2510
H 0.0322 -0.4727 2.7171
H -1.5461 -0.5759 2.1685
*
```

***

*z*
Entry from the OMol25 dataset: an isolated ion of composition C4H12N3 and charge +1 (ωB97M-V/def2-TZVPD).

Results
HOMO energy = -12.09 eV
lowest unoccupied orbital energy = -3.801 eV
SMILES = NCC/C(N)=C/[NH3+]
HOMO-LUMO gap = 8.29 eV

```
! RIJCOSX wB97M-V def2-TZVPD def2/J DEFGRID3
* xyz 1 1
N -2.5300 1.2262 1.0371
C -1.5003 0.1650 1.1644
C -1.0349 -0.3608 -0.2029
C 0.5080 -0.4622 -0.3193
N 1.0142 -1.5373 0.4619
C 1.1420 0.5793 -0.9615
N 2.4988 0.3011 -1.3647
H -2.4924 1.6581 0.0455
H -3.4585 0.9967 1.4827
H -0.5829 0.5164 1.6586
H -1.9247 -0.6575 1.8467
H -1.3817 0.3067 -0.8908
H -1.4665 -1.4821 -0.4936
H 0.2565 -2.0610 0.9813
H 1.6509 -1.1454 1.2259
H 0.7150 1.4967 -1.2831
H 2.5545 -0.2282 -2.3060
H 3.1424 1.1374 -1.3838
H 2.8896 -0.4490 -0.6982
*
```

***

Pick *x*: it beats the second-best structure by 5.3 kJ/mol.

***

*w*
Entry from the OMol25 dataset: an isolated ion of composition C4H12N3 and charge +1 (ωB97M-V/def2-TZVPD).

Results
HOMO energy = -13.40 eV
lowest unoccupied orbital energy = -3.046 eV
SMILES = CN[C@@H](C)NC=[NH2+]
HOMO-LUMO gap = 10.35 eV

```
! RIJCOSX wB97M-V def2-TZVPD def2/J DEFGRID3
* xyz 1 1
C -1.8099 -0.8899 -1.4565
N -0.3962 -0.7217 -1.1504
C 0.1557 -0.9176 0.0744
C 1.6658 -1.3191 0.1731
N 0.1712 0.5106 0.9145
C 0.1269 1.7177 0.5195
N 0.2695 2.7081 1.4119
H -2.3066 0.0001 -1.0650
H -1.9365 -0.9542 -2.5079
H -2.3120 -1.7739 -0.8611
H 0.1361 -1.0225 -2.0189
H -0.3959 -1.5210 0.6738
H 2.0126 -1.5076 1.2732
H 2.2731 -0.5839 -0.3546
H 1.6420 -2.3383 -0.4122
H 0.3172 0.4116 1.9595
H 0.2195 1.9160 -0.5486
H -0.1242 2.6368 2.3575
H 0.2916 3.6489 1.0177
*
```

***

*x*
Entry from the OMol25 dataset: an isolated ion of composition C4H12N3 and charge +1 (ωB97M-V/def2-TZVPD).

Results
HOMO energy = -14.88 eV
lowest unoccupied orbital energy = -2.917 eV
SMILES = CC[N@H+]1NCN1C
HOMO-LUMO gap = 11.97 eV

```
! RIJCOSX wB97M-V def2-TZVPD def2/J DEFGRID3
* xyz 1 1
C 2.6506 0.0513 0.0894
C 1.2773 0.1378 -0.7283
N 0.1546 0.1030 0.2220
N -0.2887 1.3608 0.9143
C -1.6418 0.7813 0.8744
N -1.3299 0.0593 -0.4062
C -1.7772 -1.2987 -0.6441
H 2.3216 0.0849 1.1867
H 3.1643 -0.9706 -0.1509
H 3.3131 0.9027 -0.0751
H 1.2306 -0.6993 -1.3320
H 1.1034 0.9677 -1.3946
H 0.3243 -0.5880 1.0091
H -0.2562 2.1414 0.2692
H -1.9561 0.0558 1.6821
H -2.6001 1.4501 0.8685
H -1.5155 -1.8337 0.2154
H -2.8796 -1.1318 -0.9288
H -1.2946 -1.5740 -1.6712
*
```

***

Pick *w*: it beats the second-best structure by 352.1 kJ/mol.